Computed, not measured: a structure of composition C46H46N5O3PSeV, with ωB97M-V/def2-TZVPD.

Structure (XYZ):
```
103
Properties=species:S:1:pos:R:3:forces:R:3:lowdin_charge:R:1
V 0.325105 -1.032466 -1.493357 0.0277 0.7231 0.1608 0.578
O 3.190155 0.636136 -3.936167 0.0060 -0.0187 -0.0078 0.067
C 2.498069 0.169801 -3.043799 0.0076 -0.0006 0.0055 -0.488
N 1.153414 0.069082 -3.006116 -0.0118 -0.0809 0.0129 -0.096
C 0.545645 -0.088236 -4.312023 0.0062 0.0133 -0.0273 -0.148
C 0.210811 -1.554164 -4.449687 -0.0007 -0.0092 -0.0282 -0.230
C -0.041674 -2.154872 -5.673121 -0.0106 0.0056 0.0004 0.007
C -0.304484 -3.509874 -5.719550 0.0030 -0.0101 0.0020 -0.029
C -0.295495 -4.237886 -4.537303 -0.0005 0.0028 -0.0022 -0.033
C -0.050887 -3.571029 -3.356565 0.0005 0.0016 -0.0056 -0.101
N 0.188189 -2.253114 -3.302804 -0.0267 -0.1133 0.0520 0.036
C 3.193587 -0.519701 -1.889007 0.0162 -0.0412 -0.0464 -0.188
C 4.569234 -0.451990 -1.749620 0.0080 0.0128 0.0191 0.021
C 5.179602 -1.224513 -0.776895 0.0128 -0.0176 -0.0193 -0.033
C 4.396419 -2.045770 0.023422 -0.0014 -0.0339 -0.0305 -0.044
C 3.029754 -2.064175 -0.180468 0.0072 -0.0189 0.0046 -0.102
N 2.439200 -1.317673 -1.120376 -0.1617 -0.0708 0.0472 0.025
H -0.358267 0.515269 -4.428655 -0.0092 0.0018 0.0147 0.097
H 1.231209 0.217106 -5.104568 -0.0094 0.0071 0.0007 0.130
H -0.019020 -1.555628 -6.573333 0.0008 0.0013 0.0015 0.127
H -0.501838 -3.998241 -6.664508 -0.0003 -0.0005 -0.0003 0.118
H -0.479635 -5.302326 -4.527087 0.0007 -0.0007 0.0017 0.114
H -0.051160 -4.094024 -2.410337 -0.0007 -0.0025 -0.0001 0.115
H 5.117521 0.186854 -2.427509 0.0008 -0.0002 0.0004 0.131
H 6.254053 -1.199716 -0.649503 0.0003 0.0035 -0.0023 0.121
H 4.833704 -2.678555 0.782894 0.0004 -0.0026 0.0041 0.116
H 2.381586 -2.703242 0.407313 0.0039 0.0017 -0.0009 0.116
O -4.372919 -2.160530 -3.735685 0.0046 0.0129 0.0051 0.165
C -3.821376 -1.398510 -3.007510 -0.0141 0.0022 0.0071 -0.471
O -2.552221 -0.924279 -3.294571 0.0043 0.0421 -0.0028 -0.189
C -4.285396 -0.836335 -1.718755 -0.0032 -0.0017 -0.0056 -0.152
C -5.521850 -1.099787 -1.150675 -0.0149 -0.0009 0.0025 0.018
C -5.829084 -0.495569 0.057121 0.0033 0.0019 -0.0104 -0.045
C -4.916616 0.364546 0.664954 0.0019 -0.0093 -0.0037 -0.045
C -3.680493 0.622443 0.088644 0.0329 0.0358 0.0175 -0.046
C -3.365128 0.002159 -1.108401 0.0006 -0.0263 0.0129 -0.235
P -1.888565 0.087824 -2.158736 -0.0097 -0.1419 -0.0035 1.048
C -2.091339 1.718442 -2.935349 -0.0006 0.0133 -0.0093 -0.324
C -1.676049 2.853566 -2.242082 0.0436 -0.0384 0.0035 -0.096
C -1.842826 4.109298 -2.803973 -0.0099 0.0111 0.0015 -0.063
C -2.417469 4.238541 -4.060516 0.0067 0.0032 0.0066 -0.066
C -2.830750 3.110198 -4.753228 0.0036 -0.0071 -0.0061 -0.062
C -2.671646 1.850378 -4.194669 -0.0352 -0.0009 0.0103 -0.077
C -1.061353 -2.288742 -0.647840 0.1842 -0.1930 -0.1562 -0.256
C -2.057353 -3.237611 -0.879438 -0.0511 0.0895 0.0135 -0.111
C -2.420520 -4.143085 0.105963 -0.0061 0.0001 0.0274 -0.060
C -1.775172 -4.143550 1.340200 -0.0149 -0.0151 -0.0161 -0.076
C -0.765736 -3.228882 1.585879 -0.0024 0.0408 0.0182 -0.083
C -0.434632 -2.304585 0.596240 0.0144 -0.0406 -0.0143 -0.172
H -6.215888 -1.759773 -1.654300 -0.0012 -0.0007 0.0040 0.131
H -6.785368 -0.681420 0.526791 -0.0023 0.0021 -0.0022 0.113
H -5.179948 0.846337 1.597900 -0.0032 0.0023 0.0033 0.110
H -2.994445 1.314245 0.558753 -0.0010 -0.0090 -0.0213 0.075
H -1.221973 2.764861 -1.262017 -0.0146 0.0129 -0.0075 0.030
H -1.519704 4.987276 -2.260408 0.0011 -0.0011 -0.0026 0.110
H -2.542457 5.219026 -4.500218 0.0002 0.0007 0.0006 0.110
H -3.280395 3.208046 -5.732385 0.0010 0.0003 0.0000 0.111
H -3.000547 0.974514 -4.739090 0.0157 -0.0014 -0.0069 0.112
H -2.552372 -3.291915 -1.843245 0.0211 -0.0193 -0.0014 0.099
H -3.201206 -4.867423 -0.090674 0.0007 0.0013 -0.0029 0.111
H -2.056261 -4.862171 2.098680 0.0029 0.0019 0.0028 0.107
H -0.247578 -3.223343 2.538491 -0.0006 0.0005 0.0025 0.105
H 0.349386 -1.575330 0.829179 0.0142 -0.0033 -0.0111 0.047
C -1.904698 3.385524 2.247318 -0.0048 -0.0170 -0.0318 -0.099
C -1.161216 2.768123 3.424494 -0.0042 -0.0050 0.0039 -0.238
C -1.614551 1.349224 3.766221 0.0079 -0.0068 0.0006 -0.163
C -1.129712 0.277753 2.792156 0.0011 0.0204 -0.0732 -0.142
N 0.329069 0.181189 2.761852 -0.0253 0.1516 0.0110 -0.005
C 1.130889 0.636462 1.776371 -0.0006 -0.1830 -0.0461 -0.596
Se 0.602968 1.250569 0.086711 0.0063 -0.1093 -0.0236 0.834
N 2.410881 0.496939 2.173978 -0.0309 0.0930 0.0378 0.007
C 3.580735 0.954457 1.423431 -0.0062 0.0318 0.0091 -0.154
C 3.868639 2.444496 1.555588 0.0009 -0.0113 -0.0008 -0.170
C 4.152931 2.955876 2.970777 0.0068 -0.0062 -0.0049 -0.236
C 2.909806 3.308665 3.782504 -0.0215 0.0056 -0.0016 -0.093
C 2.438379 -0.064386 3.445527 -0.0042 -0.0498 -0.0075 -0.159
C 3.490297 -0.424010 4.278913 0.0044 0.0131 -0.0007 0.003
C 3.156673 -0.993464 5.493528 0.0039 0.0005 -0.0038 -0.061
C 1.822089 -1.201389 5.865832 -0.0020 -0.0053 -0.0003 -0.061
C 0.776300 -0.842546 5.036432 -0.0013 0.0072 0.0140 0.005
C 1.114032 -0.264051 3.819048 -0.0085 -0.0452 -0.0339 -0.148
H -1.552361 4.398141 2.049532 -0.0144 0.0034 0.0149 0.080
H -2.978700 3.436096 2.439080 -0.0030 -0.0034 0.0086 0.081
H -1.743183 2.810307 1.333846 0.0220 0.0186 -0.0142 0.014
H -1.289810 3.395906 4.308174 -0.0258 0.0006 -0.0061 0.114
H -0.088301 2.771142 3.213453 0.0564 -0.0103 0.0294 0.086
H -2.707446 1.299001 3.775425 -0.0056 0.0183 0.0125 0.120
H -1.290097 1.091455 4.777049 0.0186 -0.0071 -0.0135 0.104
H -1.434124 0.494165 1.769771 -0.0031 -0.0317 0.0384 0.060
H -1.529702 -0.703339 3.050456 0.0214 -0.0252 0.0210 0.128
H 3.402815 0.707538 0.379019 0.0034 0.0157 0.0350 0.072
H 4.426765 0.361035 1.771251 -0.0164 0.0141 0.0232 0.123
H 3.041591 3.004980 1.110763 -0.0052 0.0004 0.0095 0.101
H 4.738521 2.629892 0.920387 -0.0030 0.0025 -0.0112 0.121
H 4.769163 3.852684 2.886655 -0.0009 0.0025 -0.0049 0.109
H 4.764678 2.227763 3.513668 0.0036 0.0037 0.0015 0.101
H 2.280437 4.009431 3.229496 -0.0031 0.0036 0.0025 0.078
H 3.184226 3.784301 4.724289 -0.0012 -0.0060 0.0001 0.079
H 2.303817 2.435671 4.029312 -0.0126 -0.0048 -0.0062 0.052
H 4.522539 -0.265633 3.999606 0.0001 0.0027 -0.0015 0.113
H 3.944579 -1.287042 6.173372 -0.0003 0.0012 0.0017 0.112
H 1.606786 -1.653168 6.824287 -0.0002 0.0011 0.0001 0.112
H -0.253254 -1.005670 5.324121 0.0060 -0.0021 -0.0009 0.118
```
Forces are in eV/Å.

The HOMO energy (alpha / beta) comes out at -10.4 / -10.8 eV. The spin multiplicity is 3. Its net charge is +1. Its lowest unoccupied orbital energy (alpha / beta) is -2.4 / -2.6 eV.

***

Computed, not measured: a structure of composition C2H3N3O2, with ωB97M-V/def2-TZVPD.

Structure (XYZ):
```
10
Properties=species:S:1:pos:R:3:forces:R:3:lowdin_charge:R:1
C 1.012200 -1.314442 0.287026 0.0263 -2.6965 -0.8551 -0.138
C 1.531691 -0.132540 0.258831 1.2560 4.6380 -0.0261 -0.140
N -0.321498 -1.607407 0.228038 0.9535 -0.9887 -1.0834 0.016
N -1.386082 0.453277 -0.185339 -2.3334 -4.4893 1.4301 0.044
N -1.270204 -0.853099 0.006114 -4.0030 1.5797 0.8716 -0.087
O 1.912031 0.960821 0.246323 0.2583 -1.7464 0.2366 0.219
O -0.448024 1.907854 -0.040420 0.8230 3.0226 3.8712 -0.140
H 1.619906 -2.155413 -0.073451 0.0002 0.3636 0.8141 0.129
H -2.381948 0.694273 0.185982 2.0664 -0.5239 -1.2787 0.145
H -0.268075 2.046679 -0.913105 0.9527 0.8408 -3.9801 -0.048
```
Forces are in eV/Å.

The HOMO energy (alpha / beta) comes out at -7.0 / -9.4 eV. The spin multiplicity is 3. Its lowest unoccupied orbital energy (alpha / beta) is 0.1 / -2.5 eV.

***

Computed, not measured: a cluster of 2 separate species, C3H7INO2P2 in total, with ωB97M-V/def2-TZVPD.

Structure (XYZ):
```
16
Properties=species:S:1:pos:R:3:forces:R:3:lowdin_charge:R:1
C 0.621625 1.259591 1.266631 0.3984 0.1344 1.3490 -0.840
C 1.760745 -0.531075 -2.062047 -1.0018 0.3365 -0.2081 -0.054
C -0.705586 1.084465 0.627167 -1.1428 -1.5077 -0.8804 -0.776
N -1.268698 -0.140099 0.526588 0.6501 2.5775 0.8736 -0.690
O 1.015777 0.179413 1.782682 0.2539 -1.3504 -0.0228 -0.218
O 1.167098 2.343802 1.419793 -0.1313 0.6464 -0.7230 -0.069
P -0.278547 -1.462041 1.336626 0.1980 -0.7616 -2.5896 0.772
P -2.855668 -0.612141 -0.058762 0.8498 0.2287 -0.0291 0.560
I -1.502900 2.925322 0.063651 -0.3922 -0.4478 -0.2221 0.853
H 1.004708 -0.003306 -1.459123 -0.0339 -0.1444 -0.4860 -0.004
H 1.771935 -1.541551 -1.671150 -0.4355 -0.5077 -0.5771 0.000
H 1.542152 -0.404906 -3.187499 0.7175 -0.3257 1.9488 0.049
H -1.487128 -2.271176 1.231049 0.0585 0.0329 -0.0695 -0.174
H -0.518825 -1.267815 2.616971 -0.4207 0.4169 2.3861 -0.124
H -2.950942 0.603418 -0.777765 -0.2894 0.0177 -0.0960 -0.286
H 2.684256 -0.161899 -1.654812 0.7215 0.6543 -0.6538 0.003
```
Forces are in eV/Å.

The HOMO energy (alpha / beta) comes out at -3.5 / -3.5 eV. The spin multiplicity is 1. Its net charge is -1. Its lowest unoccupied orbital energy (alpha / beta) is 2.7 / 2.7 eV.

***

We obtain strongest force on any atom values of 0.741; 5.258; 2.798 eV/A for the records listed above, in that order.
We obtain energy above the lowest of the compared OMol25 structures with the same formula, charge and spin values of 1.505; 4.461; 1.365 eV for the records listed above, in that order.
We obtain total energy values of -162363.80046; -10678.86303; -35487.39330 eV for the records listed above, in that order.